Entry from the Open Molecules 2025 dataset: 2 unconnected molecules or ions with the total composition C7H11F2N2O5S2 at a distorted geometry (wB97M-V/def2-TZVPD).

Properties
- Kohn-Sham gap (eV) = 6.223
- multiplicity = 1
- charge = +1
- lowest unoccupied orbital energy (eV) = -7.179

XYZ file:
```
29
Properties=species:S:1:pos:R:3:forces:R:3
O 6.969 0.465 -1.904 -4.6 3.8 2.6
S 6.009 1.642 -1.580 5.4 1.4 -5.2
O 6.094 2.715 -2.730 -1.5 -4.1 5.8
F 6.445 2.388 -0.067 -1.5 -2.0 -3.3
C 4.201 1.070 -1.331 -0.7 1.1 0.4
N 4.021 -0.403 -1.246 -2.5 4.8 0.4
N 2.787 -0.923 -1.027 -1.4 4.1 0.0
C 1.664 0.023 -0.881 0.4 1.2 -0.2
C 1.581 1.654 -0.975 5.5 -2.0 -0.6
C 3.113 2.280 -1.248 -2.3 -2.6 0.5
F 3.369 3.735 -1.378 -0.6 -6.3 0.5
H 4.851 -1.065 -1.323 -1.1 1.0 0.0
H 0.611 -0.495 -0.651 2.7 1.1 -0.5
H 0.623 2.320 -0.840 2.0 -1.6 -0.3
O -1.423 -0.570 1.384 -0.4 -0.1 -0.8
S -2.447 -1.454 0.864 -1.2 -0.5 0.5
O -2.809 -1.461 -0.536 0.7 0.4 0.9
O -3.798 -1.277 1.757 1.5 -0.9 -0.5
C -4.372 0.018 1.872 -0.7 1.2 -0.1
C -5.064 0.437 0.587 0.1 0.0 -0.3
C -2.058 -3.116 1.345 -0.1 0.0 0.2
H -3.616 0.751 2.172 0.1 -0.2 0.0
H -5.114 -0.027 2.676 0.3 -0.3 -0.1
H -4.345 0.555 -0.228 -0.1 0.0 0.1
H -5.582 1.392 0.716 0.0 -0.2 0.1
H -5.787 -0.322 0.273 0.1 0.1 0.1
H -1.811 -3.135 2.410 -0.1 0.1 -0.2
H -1.196 -3.440 0.756 -0.1 0.2 0.0
H -2.915 -3.757 1.131 0.1 0.2 0.0
```
Forces are in eV/Å.